Computed, not measured: 17 unconnected molecules or ions with the total composition C20H70F3O18 at a distorted geometry, with ωB97M-V/def2-TZVPD.

Structure (XYZ):
```
111
Properties=species:S:1:pos:R:3
C -2.55 -7.27 1.08
O -1.28 -7.17 0.37
O -2.37 -8.11 2.09
C -3.12 -5.84 1.41
F -3.97 -5.87 2.46
F -2.14 -4.97 1.75
F -3.81 -5.34 0.37
C -1.35 -6.52 -0.89
C -0.02 -6.51 -1.62
H -0.12 -6.06 -2.60
H 0.68 -5.83 -1.12
H 0.49 -7.48 -1.56
H -1.65 -5.48 -0.76
H -2.09 -7.00 -1.53
H -3.23 -7.78 0.38
C -3.94 -9.59 2.40
O -5.32 -9.91 2.66
H -3.66 -8.70 2.97
H -3.32 -10.47 2.56
H -3.96 -9.31 1.35
H -5.42 -10.29 3.54
C 1.98 -8.23 4.58
O 0.61 -8.30 4.26
H 2.17 -8.76 5.52
H 2.57 -8.75 3.81
H 2.32 -7.19 4.61
H 0.46 -7.61 3.58
C -0.39 -11.11 -2.77
O -1.17 -11.96 -3.59
H 0.32 -10.53 -3.37
H -0.94 -10.35 -2.20
H 0.22 -11.75 -2.13
H -2.01 -12.09 -3.14
C 2.13 -9.78 -4.46
O 2.46 -9.57 -3.09
H 1.06 -9.60 -4.56
H 2.69 -9.16 -5.17
H 2.28 -10.82 -4.74
H 2.59 -8.61 -3.02
C -1.73 -10.78 5.19
O -1.17 -12.07 4.99
H -1.20 -10.06 4.57
H -2.79 -10.85 4.90
H -1.74 -10.53 6.26
H -1.64 -12.67 5.59
C 0.89 -9.60 0.74
O -0.31 -10.03 1.35
H 1.31 -8.72 1.24
H 1.61 -10.41 0.87
H 0.74 -9.43 -0.33
H -0.96 -9.30 1.29
C -1.31 -2.04 1.35
O -2.72 -2.09 1.55
H -0.76 -2.13 2.29
H -0.99 -2.69 0.54
H -1.01 -1.03 1.02
H -2.82 -1.56 2.35
C -1.89 -2.85 5.16
O -2.69 -3.22 6.26
H -2.09 -1.82 4.84
H -0.83 -2.95 5.40
H -2.04 -3.50 4.29
H -3.62 -3.29 5.98
C 1.03 -5.11 -5.80
O 0.91 -6.07 -6.85
H 0.34 -4.26 -5.83
H 0.72 -5.70 -4.93
H 2.07 -4.82 -5.69
H 1.12 -5.61 -7.67
C 3.18 -6.00 -3.28
O 3.90 -7.08 -2.66
H 3.73 -5.54 -4.10
H 2.29 -6.47 -3.68
H 2.83 -5.30 -2.52
H 4.77 -6.74 -2.44
C -1.14 -8.06 -4.71
O -0.77 -8.19 -6.06
H -1.88 -7.28 -4.48
H -1.58 -8.99 -4.38
H -0.27 -7.77 -4.11
H -0.31 -7.39 -6.38
C 0.82 -4.86 2.40
O 0.62 -6.26 2.45
H 0.86 -4.44 1.39
H -0.05 -4.42 2.90
H 1.72 -4.54 2.92
H -0.02 -6.48 1.74
C -1.27 -12.40 0.54
O -0.97 -12.84 1.86
H -1.73 -13.21 -0.04
H -1.96 -11.55 0.58
H -0.35 -12.07 0.06
H -1.69 -13.38 2.17
C -2.83 -3.44 -2.41
O -1.96 -4.12 -3.29
H -3.39 -2.63 -2.89
H -3.50 -4.04 -1.79
H -2.23 -2.95 -1.63
H -2.56 -4.55 -3.91
C -5.27 -2.95 3.95
O -5.29 -3.32 5.34
H -6.05 -3.45 3.37
H -5.36 -1.86 3.86
H -4.28 -3.26 3.61
H -6.09 -2.89 5.66
C 0.68 -3.04 -1.38
O 0.78 -3.63 -2.67
H 1.67 -2.97 -0.93
H 0.19 -2.07 -1.44
H 0.05 -3.66 -0.74
H -0.14 -3.83 -2.91
```

Properties
Max |F| in eV Å⁻¹: 4.55
ΔE to the lowest compared entry with this formula, charge and spin in kcal/mol: 39.29
Orbital gap in eV: 6.363
Total charge: -1
Electronic energy in Eh: -2457.62759

Mulliken population analysis, charges in e, atoms 1 to 99: atom 1 (C): -0.3165, atom 2 (O): 1.2426, atom 3 (O): -0.8912, atom 4 (C): 0.2220, atom 5 (F): -0.3563, atom 6 (F): 0.0208, atom 7 (F): -0.3010, atom 8 (C): -0.3398, atom 9 (C): 0.6351, atom 10 (H): -0.2548, atom 11 (H): 0.0586, atom 12 (H): -0.1516, atom 13 (H): -0.3590, atom 14 (H): 0.2262, atom 15 (H): 0.2864, atom 16 (C): 0.0151, atom 17 (O): -0.6652, atom 18 (H): 0.2724, atom 19 (H): 0.0321, atom 20 (H): -0.0272, atom 21 (H): 0.2869, atom 22 (C): -0.6902, atom 23 (O): -0.2963, atom 24 (H): 0.2709, atom 25 (H): 0.2464, atom 26 (H): 0.1967, atom 27 (H): 0.4933, atom 28 (C): 0.1676, atom 29 (O): -0.6059, atom 30 (H): -0.3591, atom 31 (H): 0.1182, atom 32 (H): 0.4435, atom 33 (H): 0.3357, atom 34 (C): -0.4802, atom 35 (O): -0.4636, atom 36 (H): 0.0295, atom 37 (H): 0.2474, atom 38 (H): 0.3080, atom 39 (H): 0.2001, atom 40 (C): -0.2086, atom 41 (O): -0.5088, atom 42 (H): 0.0074, atom 43 (H): 0.1346, atom 44 (H): 0.3553, atom 45 (H): 0.2621, atom 46 (C): -0.1684, atom 47 (O): -0.1821, atom 48 (H): -0.0660, atom 49 (H): 0.3797, atom 50 (H): -0.1958, atom 51 (H): -0.0768, atom 52 (C): -0.0721, atom 53 (O): -0.5248, atom 54 (H): 0.3113, atom 55 (H): -0.4650, atom 56 (H): 0.4212, atom 57 (H): 0.2793, atom 58 (C): -0.1342, atom 59 (O): -0.6046, atom 60 (H): 0.2380, atom 61 (H): 0.3176, atom 62 (H): -0.2220, atom 63 (H): 0.4153, atom 64 (C): 0.0744, atom 65 (O): -0.5126, atom 66 (H): 0.3472, atom 67 (H): -0.4396, atom 68 (H): 0.2748, atom 69 (H): 0.2590, atom 70 (C): 0.0649, atom 71 (O): -0.5680, atom 72 (H): 0.4165, atom 73 (H): -0.3389, atom 74 (H): 0.1511, atom 75 (H): 0.2781, atom 76 (C): -0.3344, atom 77 (O): -0.6113, atom 78 (H): 0.2230, atom 79 (H): 0.4367, atom 80 (H): -0.1510, atom 81 (H): 0.4254, atom 82 (C): -0.0593, atom 83 (O): -0.5051, atom 84 (H): -0.1256, atom 85 (H): -0.0344, atom 86 (H): 0.3983, atom 87 (H): -0.0891, atom 88 (C): -0.2272, atom 89 (O): -0.4785, atom 90 (H): 0.3988, atom 91 (H): 0.0929, atom 92 (H): -0.1099, atom 93 (H): 0.2626, atom 94 (C): -0.4723, atom 95 (O): -0.4882, atom 96 (H): 0.3580, atom 97 (H): 0.2421, atom 98 (H): 0.1189, atom 99 (H): 0.2581

Computed, not measured: a molecular structure, C10H25ClFN2O5PSSi2 at a distorted geometry, with ωB97M-V/def2-TZVPD.

Structure (XYZ):
```
48
Properties=species:S:1:pos:R:3
C 0.79 0.58 3.37
C 1.05 -0.58 4.33
P -0.25 -1.89 4.43
C -1.64 -1.06 5.35
Si -1.02 -2.36 2.40
O -0.49 -1.30 1.19
Si -1.57 -0.40 0.34
C -0.71 1.19 -0.16
N 0.53 0.77 -0.85
C 1.69 1.61 -0.55
C -3.14 0.03 1.30
C -3.70 1.29 0.71
O -4.21 1.39 -0.37
Cl -3.50 2.72 1.78
S -2.05 -1.42 -1.57
O -2.62 -0.49 -2.47
O -2.76 -2.62 -1.29
F -0.66 -1.79 -2.16
H 1.12 0.33 2.38
H -0.26 0.85 3.31
H 1.33 1.46 3.66
H 2.00 -1.01 4.09
H 1.12 -0.18 5.33
H -2.19 -0.37 4.73
H -2.28 -1.85 5.70
H -1.19 -0.55 6.18
H -0.48 -3.69 2.04
H -2.49 -2.50 2.45
H -1.33 1.80 -0.81
H -0.45 1.71 0.75
H 0.34 0.80 -1.84
H 1.79 1.77 0.51
H 1.64 2.55 -1.08
H 2.58 1.10 -0.90
H -2.94 0.18 2.34
H -3.89 -0.74 1.17
C 3.66 0.69 -3.84
O 3.98 0.22 -2.77
N 2.61 0.28 -4.58
C 2.27 0.89 -5.85
C 1.79 -0.82 -4.08
H 4.21 1.52 -4.31
H 1.27 1.31 -5.81
H 2.31 0.15 -6.64
H 2.98 1.69 -6.07
H 1.38 -0.55 -3.11
H 2.41 -1.71 -3.95
H 0.99 -1.02 -4.77
```

Properties
Max |F| in eV Å⁻¹: 1.97
Orbital gap in eV: 8.872
Total charge: 0
Electronic energy in Eh: -2760.40693

Okay, here come the Mulliken numbers, in e, for every atom: atom 1 (C): -0.7079, atom 2 (C): -0.6905, atom 3 (P): -0.1004, atom 4 (C): -1.0666, atom 5 (Si): 0.4177, atom 6 (O): -0.3111, atom 7 (Si): 0.3012, atom 8 (C): -1.1342, atom 9 (N): 0.0236, atom 10 (C): -1.0700, atom 11 (C): -0.1113, atom 12 (C): 0.2276, atom 13 (O): -0.4425, atom 14 (Cl): -0.2008, atom 15 (S): 1.0465, atom 16 (O): -0.5724, atom 17 (O): -0.6126, atom 18 (F): -0.1270, atom 19 (H): 0.1294, atom 20 (H): 0.1360, atom 21 (H): 0.4687, atom 22 (H): 0.4249, atom 23 (H): 0.3655, atom 24 (H): 0.2662, atom 25 (H): 0.3564, atom 26 (H): 0.3603, atom 27 (H): -0.1889, atom 28 (H): -0.1298, atom 29 (H): 0.5662, atom 30 (H): 0.6760, atom 31 (H): 0.1731, atom 32 (H): 0.3279, atom 33 (H): 0.3863, atom 34 (H): 0.2571, atom 35 (H): 0.1003, atom 36 (H): 0.4315, atom 37 (C): 0.0971, atom 38 (O): -0.5796, atom 39 (N): 0.1567, atom 40 (C): -0.9107, atom 41 (C): -0.5815, atom 42 (H): 0.2883, atom 43 (H): 0.3287, atom 44 (H): 0.3242, atom 45 (H): 0.2974, atom 46 (H): -0.1084, atom 47 (H): 0.3153, atom 48 (H): 0.3958

Computed, not measured: 2 unconnected molecules or ions with the total composition C3H3N2O at a distorted geometry, with ωB97M-V/def2-TZVPD.

Structure (XYZ):
```
9
Properties=species:S:1:pos:R:3
C -1.62 0.65 0.25
C 2.25 1.14 0.03
C 1.20 0.27 -0.15
N 3.21 1.78 0.14
N -1.54 1.80 0.07
O -1.35 2.92 -0.14
H -1.95 -0.32 0.49
H 0.93 -0.41 0.65
H 0.83 0.11 -1.16
```

Properties
Max |F| in eV Å⁻¹: 1.80
ΔE to the lowest compared entry with this formula, charge and spin in kcal/mol: 151.93
Orbital gap (alpha / beta) in eV: 6.646 / 5.489
Total charge: +1
Electronic energy in Eh: -300.32727

Okay, here come the Mulliken numbers, in e, for every atom: atom 1 (C): -0.1631, atom 2 (C): 0.3801, atom 3 (C): -0.4421, atom 4 (N): -0.0440, atom 5 (N): 0.4623, atom 6 (O): -0.4360, atom 7 (H): 0.4541, atom 8 (H): 0.3767, atom 9 (H): 0.4119

Computed, not measured: a molecular structure, C18H52AsF6O8 at a distorted geometry, with ωB97M-V/def2-TZVPD.

Structure (XYZ):
```
85
Properties=species:S:1:pos:R:3
As -0.40 -0.75 -0.25
F 0.62 0.30 0.90
F -1.82 -0.42 0.81
F -1.37 -1.89 -1.23
F 1.10 -1.11 -1.27
F -0.10 -2.22 0.81
F -0.84 0.73 -1.18
O -0.30 -4.19 -2.13
H 0.27 -3.55 -1.70
H -0.99 -3.66 -2.54
O -3.82 2.05 1.51
H -3.42 2.87 1.23
H -3.69 1.45 0.77
C -4.47 -3.14 0.96
C -4.94 -1.79 0.59
C -5.53 -1.70 -0.83
O -6.00 -1.68 1.45
H -3.69 -3.46 0.27
H -5.24 -3.92 0.95
H -4.03 -3.10 1.95
H -4.19 -1.01 0.75
H -6.24 -2.50 -1.03
H -4.69 -1.90 -1.49
H -5.90 -0.73 -1.17
H -6.22 -0.75 1.47
C -5.29 2.41 -2.41
C -3.85 2.06 -2.51
C -3.00 3.34 -2.43
O -3.34 1.21 -1.41
H -5.46 3.18 -3.16
H -5.59 2.74 -1.42
H -5.90 1.54 -2.64
H -3.66 1.49 -3.42
H -3.36 3.98 -3.24
H -1.94 3.26 -2.64
H -3.10 3.71 -1.41
H -2.46 0.84 -1.53
C 2.15 -1.15 5.06
C 1.97 -1.02 3.52
C 3.01 -0.11 2.83
O 2.04 -2.31 3.06
H 3.16 -1.39 5.40
H 1.49 -1.94 5.41
H 1.87 -0.18 5.47
H 0.99 -0.60 3.30
H 2.80 -0.06 1.77
H 4.04 -0.49 2.89
H 3.00 0.95 3.09
H 1.69 -2.30 2.17
C 4.15 -3.08 -1.23
C 4.03 -3.49 0.24
C 2.72 -4.14 0.42
O 5.02 -4.38 0.70
H 4.28 -3.91 -1.92
H 5.03 -2.45 -1.33
H 3.21 -2.59 -1.49
H 4.24 -2.66 0.91
H 2.56 -4.58 1.41
H 2.61 -4.93 -0.32
H 1.95 -3.40 0.18
H 4.82 -4.62 1.61
C 1.40 4.19 -0.11
C 0.58 4.12 1.21
C -0.88 3.78 0.93
O 1.10 3.16 2.08
H 1.04 3.55 -0.91
H 2.49 4.08 -0.04
H 1.30 5.16 -0.58
H 0.62 5.11 1.68
H -1.08 2.97 0.22
H -1.42 4.66 0.57
H -1.35 3.49 1.87
H 0.96 2.28 1.73
C 3.25 1.45 -0.77
C 3.57 1.65 -2.25
C 4.95 0.98 -2.70
O 2.42 1.13 -2.92
H 2.19 1.66 -0.67
H 3.84 2.00 -0.03
H 3.34 0.44 -0.38
H 3.71 2.71 -2.47
H 5.70 1.52 -2.12
H 5.12 0.99 -3.77
H 4.79 -0.06 -2.42
H 2.35 0.19 -2.73
```

Properties
Max |F| in eV Å⁻¹: 3.49
ΔE to the lowest compared entry with this formula, charge and spin in kcal/mol: 0.00
Orbital gap in eV: 9.543
Total charge: -1
Electronic energy in Eh: -4154.06015

Okay, here come the Mulliken numbers, in e, for every atom: atom 1 (As): 1.9483, atom 2 (F): -0.2964, atom 3 (F): -0.4929, atom 4 (F): -0.4681, atom 5 (F): -0.3609, atom 6 (F): -0.5370, atom 7 (F): -0.6200, atom 8 (O): -0.7086, atom 9 (H): 0.3237, atom 10 (H): 0.3066, atom 11 (O): -0.7040, atom 12 (H): 0.3243, atom 13 (H): 0.2532, atom 14 (C): -1.5263, atom 15 (C): 1.4782, atom 16 (C): -1.1166, atom 17 (O): -0.5931, atom 18 (H): 0.2734, atom 19 (H): 0.3937, atom 20 (H): 0.3604, atom 21 (H): -0.3798, atom 22 (H): 0.3751, atom 23 (H): 0.2122, atom 24 (H): 0.1702, atom 25 (H): 0.3600, atom 26 (C): -1.4849, atom 27 (C): 0.5247, atom 28 (C): -1.1981, atom 29 (O): 0.2096, atom 30 (H): 0.4604, atom 31 (H): 0.2911, atom 32 (H): 0.3327, atom 33 (H): 0.2805, atom 34 (H): 0.4814, atom 35 (H): 0.2960, atom 36 (H): 0.1462, atom 37 (H): 0.0406, atom 38 (C): -1.5743, atom 39 (C): 0.9593, atom 40 (C): -0.6914, atom 41 (O): -0.5547, atom 42 (H): 0.3312, atom 43 (H): 0.4062, atom 44 (H): 0.3751, atom 45 (H): 0.0201, atom 46 (H): -0.3321, atom 47 (H): 0.3833, atom 48 (H): 0.3940, atom 49 (H): 0.1125, atom 50 (C): -1.0682, atom 51 (C): 0.9285, atom 52 (C): -0.9785, atom 53 (O): -0.6301, atom 54 (H): 0.4133, atom 55 (H): 0.2861, atom 56 (H): 0.1667, atom 57 (H): -0.0219, atom 58 (H): 0.5135, atom 59 (H): 0.3403, atom 60 (H): -0.2846, atom 61 (H): 0.3356, atom 62 (C): -1.3414, atom 63 (C): 0.4428, atom 64 (C): -1.2365, atom 65 (O): -0.5575, atom 66 (H): 0.2402, atom 67 (H): 0.2995, atom 68 (H): 0.5387, atom 69 (H): 0.3532, atom 70 (H): 0.1305, atom 71 (H): 0.5365, atom 72 (H): 0.3887, atom 73 (H): 0.1457, atom 74 (C): -0.2748, atom 75 (C): 0.1038, atom 76 (C): -0.9617, atom 77 (O): -0.5814, atom 78 (H): -0.3198, atom 79 (H): 0.5440, atom 80 (H): 0.0283, atom 81 (H): 0.3817, atom 82 (H): 0.3735, atom 83 (H): 0.3556, atom 84 (H): -0.0677, atom 85 (H): 0.2924

Computed, not measured: C5H8OS2 in the gas phase at a distorted geometry, with ωB97M-V/def2-TZVPD.

Structure (XYZ):
```
16
Properties=species:S:1:pos:R:3
O -2.63 -0.59 1.18
C -2.60 -0.79 -0.34
C -1.30 -0.24 -0.94
C -0.10 -0.97 -0.29
C 0.36 0.29 0.53
C 1.94 0.49 0.61
S 3.07 -0.53 -0.10
S -0.65 1.50 -0.32
H -2.52 0.38 1.51
H -3.45 -0.17 -0.77
H -2.72 -1.90 -0.52
H -1.42 -0.21 -2.08
H 0.71 -1.04 -0.97
H -0.36 -2.00 0.06
H -0.02 0.18 1.51
H 2.35 1.39 1.24
```

Properties
Max |F| in eV Å⁻¹: 3.19
ΔE to the lowest compared entry with this formula, charge and spin in kcal/mol: 64.12
Orbital gap in eV: 8.291
Total charge: 0
SMILES: OC[C@@H]1C[C@@H](C=S)S1
Electronic energy in Eh: -1066.82919

Okay, here come the Mulliken numbers, in e, for every atom: atom 1 (O): -0.5413, atom 2 (C): -0.5264, atom 3 (C): 0.0242, atom 4 (C): -0.9011, atom 5 (C): 0.0729, atom 6 (C): -0.3334, atom 7 (S): -0.2020, atom 8 (S): -0.1886, atom 9 (H): 0.3059, atom 10 (H): 0.2606, atom 11 (H): 0.3124, atom 12 (H): 0.4007, atom 13 (H): 0.3715, atom 14 (H): 0.3182, atom 15 (H): 0.3575, atom 16 (H): 0.2689

Computed, not measured: a molecular structure, C17H19AsN5ORuS7 at a distorted geometry, with ωB97M-V/def2-TZVPD.

Structure (XYZ):
```
51
Properties=species:S:1:pos:R:3
Ru 0.69 -1.61 -0.78
C 0.38 2.00 1.73
C 0.83 0.60 1.40
N -0.03 -0.21 0.79
N -1.30 0.25 0.74
C -2.24 -0.48 0.24
S -2.16 -2.09 -0.34
S -3.80 0.38 0.11
C -3.48 1.22 -1.50
C -2.72 2.50 -1.35
C -3.34 3.65 -0.86
C -2.63 4.83 -0.72
C -1.29 4.88 -1.06
C -0.66 3.74 -1.54
C -1.37 2.56 -1.68
C 2.13 0.16 1.81
C 2.89 0.98 2.67
C 4.14 0.63 3.13
C 4.72 -0.58 2.71
C 4.02 -1.40 1.87
C 2.71 -1.10 1.43
O 2.08 -1.98 0.73
H -0.47 2.26 1.11
H 1.19 2.70 1.54
H 0.07 2.07 2.77
H -4.47 1.37 -1.94
H -2.92 0.50 -2.10
H -4.39 3.61 -0.58
H -3.13 5.72 -0.34
H -0.73 5.81 -0.96
H 0.39 3.75 -1.81
H -0.86 1.68 -2.06
H 2.48 1.92 3.00
H 4.67 1.28 3.81
H 5.71 -0.85 3.04
H 4.45 -2.33 1.51
S 1.86 2.02 -3.05
As 1.55 -0.06 -3.39
S 2.76 -1.30 -2.04
S -0.45 -0.66 -2.63
S 1.79 -0.50 -5.44
N -0.09 -3.96 1.34
N -0.82 -4.92 0.67
C -0.72 -4.97 -0.69
N -1.70 -5.75 -1.26
S 0.51 -4.35 -1.61
H 0.46 -4.35 2.09
H -0.66 -3.17 1.62
H -1.73 -5.15 1.04
H -2.63 -5.62 -0.88
H -1.67 -5.69 -2.27
```

Properties
Multiplicity: 6
Max |F| in eV Å⁻¹: 1.48
Expectation value of S²: 8.773
ΔE to the lowest compared entry with this formula, charge and spin in kcal/mol: 8.79
Orbital gap (alpha / beta) in eV: 4.918 / 5.341
Total charge: -2
Electronic energy in Eh: -6126.26060

Okay, here come the Mulliken numbers, in e, for every atom: atom 1 (Ru): 1.0838, atom 2 (C): -1.4154, atom 3 (C): 1.2999, atom 4 (N): 0.5944, atom 5 (N): -0.8535, atom 6 (C): -0.0028, atom 7 (S): -0.3799, atom 8 (S): -0.2212, atom 9 (C): -1.0990, atom 10 (C): 0.7016, atom 11 (C): -0.4338, atom 12 (C): -0.4681, atom 13 (C): -0.5871, atom 14 (C): -0.4376, atom 15 (C): 0.9024, atom 16 (C): -0.0329, atom 17 (C): -1.0061, atom 18 (C): -0.7199, atom 19 (C): -0.3884, atom 20 (C): -0.5253, atom 21 (C): 0.5773, atom 22 (O): -0.6619, atom 23 (H): 0.2031, atom 24 (H): 0.4409, atom 25 (H): 0.3094, atom 26 (H): 0.5444, atom 27 (H): 0.2096, atom 28 (H): 0.3440, atom 29 (H): 0.3466, atom 30 (H): 0.3689, atom 31 (H): 0.1196, atom 32 (H): -0.5972, atom 33 (H): 0.3016, atom 34 (H): 0.3495, atom 35 (H): 0.3594, atom 36 (H): 0.4040, atom 37 (S): -0.5980, atom 38 (As): 0.4426, atom 39 (S): -0.4292, atom 40 (S): -0.4550, atom 41 (S): -0.6490, atom 42 (N): -0.2837, atom 43 (N): -0.1352, atom 44 (C): 0.2383, atom 45 (N): -0.5644, atom 46 (S): -0.3161, atom 47 (H): 0.2080, atom 48 (H): 0.1752, atom 49 (H): 0.2245, atom 50 (H): 0.2368, atom 51 (H): 0.2747